Entry A
{"formula": "C20H60N10O10", "method": "ωB97M-V/def2-TZVPD", "charge": 0, "smiles": "NC(N)=O.NC(N)=O.NC(N)=O.NC(N)=O.NC(N)=O.CC(C)O.CC(C)O.CC(C)O.CC(C)O.CC(C)O", "e_lumo_ev": -0.76, "species": ["N", "C", "N", "O", "H", "H", "H", "H", "N", "C", "N", "O", "H", "H", "H", "H", "N", "C", "N", "O", "H", "H", "H", "H", "N", "C", "N", "O", "H", "H", "H", "H", "N", "C", "N", "O", "H", "H", "H", "H", "C", "C", "C", "O", "H", "H", "H", "H", "H", "H", "H", "H", "C", "C", "C", "O", "H", "H", "H", "H", "H", "H", "H", "H", "C", "C", "C", "O", "H", "H", "H", "H", "H", "H", "H", "H", "C", "C", "C", "O", "H", "H", "H", "H", "H", "H", "H", "H", "C", "C", "C", "O", "H", "H", "H", "H", "H", "H", "H", "H"], "xyz": [[3.32063, 1.05696, 2.23686], [2.79563, 2.30596, 2.44486], [2.70763, 2.98896, 1.36286], [2.42263, 2.73196, 3.73386], [3.43063, 0.60796, 3.13086], [3.83663, 0.67596, 1.39186], [2.40963, 3.97096, 1.45286], [2.83563, 2.60696, 0.42386], [-4.42537, 0.95396, 0.63186], [-3.64437, 0.39296, 1.54386], [-2.42537, 0.17796, 1.10386], [-4.13537, 0.04096, 2.79486], [-5.34237, 1.27196, 1.02486], [-4.07437, 1.27896, -0.27414], [-1.88537, -0.34004, 1.76186], [-2.07437, 0.20796, 0.13586], [-1.11337, -0.52904, -3.50114], [-1.80337, -0.77604, -2.41414], [-3.00437, -0.91504, -2.77114], [-1.31837, -0.64404, -1.12114], [-0.03337, -0.43804, -3.24514], [-1.08337, -0.82104, -4.48214], [-3.68437, -1.32304, -2.15914], [-3.11037, -0.82004, -3.69514], [1.25663, 0.05896, 1.01786], [1.09863, -1.20804, 1.18586], [-0.07137, -1.74604, 0.82086], [2.09363, -2.06104, 1.61386], [2.12463, 0.51096, 1.55886], [0.55663, 0.76296, 0.95486], [-0.26337, -2.73904, 1.11886], [-0.68337, -1.28304, 0.10786], [1.54063, 0.22896, -3.66914], [1.88663, -0.02704, -2.46914], [1.39763, 0.77896, -1.57914], [2.68963, -1.07804, -2.13914], [1.85863, -0.43404, -4.39014], [1.14363, 1.10596, -4.03614], [1.56463, 0.51096, -0.56714], [0.50763, 1.37996, -1.74414], [-1.09237, 2.92696, 0.15786], [-0.77537, 3.41696, -1.26314], [0.47163, 4.19696, -1.21114], [-0.63937, 2.49896, -2.10114], [-0.50237, 2.04096, 0.41486], [-2.14837, 2.66796, 0.13486], [-1.12637, 3.76396, 0.80786], [-1.64237, 3.94796, -1.60714], [0.47963, 4.86196, -2.09014], [1.41863, 3.64496, -1.25114], [0.53063, 4.86296, -0.35114], [-0.54137, 2.89796, -2.97814], [6.15363, 0.54096, 0.27386], [5.23963, -0.48204, -0.35514], [5.71463, -1.85304, 0.15286], [4.04763, -0.21904, 0.01086], [6.01763, 0.53796, 1.33686], [5.80663, 1.58796, 0.04586], [7.17463, 0.26996, -0.06414], [5.18963, -0.50204, -1.45514], [5.05663, -2.66004, -0.07414], [5.81363, -1.88904, 1.23186], [6.67663, -2.08004, -0.21914], [3.38363, -0.67404, -0.54114], [-6.12437, -3.13904, -0.54814], [-4.81737, -2.42204, -0.19614], [-3.52437, -3.19704, -0.50114], [-4.80437, -1.30004, -0.76814], [-6.36837, -3.15004, -1.58114], [-7.00337, -2.67404, -0.12914], [-6.09937, -4.12504, -0.14314], [-4.79437, -2.35604, 0.87486], [-3.37137, -3.30004, -1.58014], [-3.44837, -4.16304, -0.03714], [-2.61437, -2.67104, -0.16814], [-4.65237, -0.60104, -0.08014], [-1.90437, 3.85796, 4.51186], [-0.61837, 3.13996, 4.08986], [-0.82837, 1.86096, 3.32086], [0.13263, 3.82996, 3.36386], [-2.58337, 3.24296, 5.09986], [-2.29537, 4.30796, 3.59686], [-1.60737, 4.66296, 5.17286], [0.06163, 3.03196, 4.98386], [-0.94037, 1.03896, 4.02886], [0.08363, 1.60196, 2.76586], [-1.64337, 2.05796, 2.62286], [0.97363, 3.42896, 3.41286], [-0.65737, -4.08204, -1.72914], [0.76863, -3.55904, -1.96814], [1.77163, -4.28504, -1.11414], [1.18763, -3.53304, -3.12914], [-1.35137, -3.43704, -2.31514], [-0.87337, -4.00404, -0.66814], [-0.63637, -5.14004, -2.11214], [0.85663, -2.62104, -1.48014], [1.41963, -4.47404, -0.10714], [2.60063, -3.56404, -1.06814], [2.05463, -5.26204, -1.44214], [1.64163, -2.73404, -3.28114]]}


Entry B
{"formula": "C20H60N10O10", "method": "ωB97M-V/def2-TZVPD", "charge": 0, "smiles": "NC(N)=O.NC(N)=O.NC(N)=O.NC(N)=O.NC(N)=O.CC(C)O.CC(C)O.CC(C)O.CC(C)O.CC(C)O", "e_lumo_ev": -0.20, "species": ["N", "C", "N", "O", "H", "H", "H", "H", "N", "C", "N", "O", "H", "H", "H", "H", "N", "C", "N", "O", "H", "H", "H", "H", "N", "C", "N", "O", "H", "H", "H", "H", "N", "C", "N", "O", "H", "H", "H", "H", "C", "C", "C", "O", "H", "H", "H", "H", "H", "H", "H", "H", "C", "C", "C", "O", "H", "H", "H", "H", "H", "H", "H", "H", "C", "C", "C", "O", "H", "H", "H", "H", "H", "H", "H", "H", "C", "C", "C", "O", "H", "H", "H", "H", "H", "H", "H", "H", "C", "C", "C", "O", "H", "H", "H", "H", "H", "H", "H", "H"], "xyz": [[-1.91167, 0.51180, 3.57126], [-1.42400, 0.01334, 4.74920], [-0.11284, -0.37597, 4.65972], [-2.05148, -0.03017, 5.79969], [-1.30738, 0.41662, 2.76967], [-2.90708, 0.57518, 3.45468], [0.43663, -0.34040, 3.82036], [0.39017, -0.62775, 5.48919], [2.85409, -3.56816, -2.89563], [2.09331, -4.15097, -1.92465], [2.26788, -3.67025, -0.66248], [1.28081, -5.03133, -2.18153], [3.57489, -2.89680, -2.67495], [2.73511, -3.83908, -3.85321], [2.88573, -2.91809, -0.41923], [1.67187, -4.05391, 0.04745], [-6.89768, 0.51616, 0.19559], [-5.73424, -0.20230, 0.02349], [-4.70899, 0.18441, 0.82098], [-5.69236, -1.18965, -0.69852], [-6.91005, 1.35727, 0.74340], [-7.72872, 0.30435, -0.32044], [-3.78605, -0.22228, 0.69983], [-4.71860, 1.04865, 1.35605], [0.97388, -1.04978, -3.28372], [0.29167, -0.28118, -4.17760], [0.74100, -0.36745, -5.47587], [-0.58849, 0.51149, -3.86452], [1.80415, -1.54009, -3.55669], [0.81156, -0.92072, -2.30112], [0.31110, 0.20549, -6.17660], [1.29645, -1.16181, -5.73393], [-0.76793, -2.36014, -0.58683], [-1.81125, -1.50340, -0.77627], [-2.49185, -1.59653, -1.94193], [-2.12207, -0.64222, 0.06507], [-0.35743, -2.35737, 0.33028], [-0.66575, -3.12865, -1.22859], [-3.07547, -0.81836, -2.18990], [-2.19235, -2.27015, -2.62272], [-2.57722, 3.74158, -2.39552], [-2.27189, 3.79160, -3.88645], [-2.27076, 5.22619, -4.40751], [-0.96241, 3.31160, -4.15235], [-3.62647, 3.99692, -2.24101], [-1.92252, 4.40899, -1.83100], [-2.36586, 2.73912, -2.00970], [-3.05810, 3.25361, -4.43163], [-1.44830, 5.80093, -3.98840], [-3.22458, 5.69272, -4.14004], [-2.20755, 5.22479, -5.49535], [-0.80441, 2.46217, -3.71491], [-4.43110, 4.79418, 3.15181], [-4.63934, 3.82368, 2.00245], [-3.45355, 3.75032, 1.07351], [-4.89715, 2.50564, 2.51902], [-4.11429, 5.79237, 2.84585], [-3.59804, 4.43652, 3.76785], [-5.31382, 4.85256, 3.78967], [-5.55011, 4.12023, 1.46446], [-3.30031, 4.69692, 0.55038], [-3.63909, 2.99803, 0.30872], [-2.54318, 3.62759, 1.66332], [-5.69626, 2.52565, 3.05444], [2.03483, -0.40204, 0.09264], [1.07982, 0.64755, 0.59214], [0.33505, 1.32349, -0.55422], [0.15206, -0.04614, 1.44230], [2.62686, -0.98479, 0.80416], [2.81407, -0.03268, -0.59227], [1.45877, -1.12102, -0.49399], [1.53931, 1.45066, 1.17233], [1.01086, 1.93466, -1.15256], [-0.45356, 1.96259, -0.15208], [-0.18573, 0.59141, -1.17544], [-0.64959, -0.29065, 0.92651], [4.33530, -1.94899, 3.55546], [2.83162, -2.03648, 3.67271], [2.32230, -3.41957, 3.32585], [2.44275, -1.82970, 5.04704], [4.65589, -2.14798, 2.52625], [4.77775, -2.76673, 4.13466], [4.82376, -1.03225, 3.88697], [2.30863, -1.31859, 3.02802], [2.83251, -4.17759, 3.92268], [2.55408, -3.66460, 2.28321], [1.24998, -3.49517, 3.49040], [3.07992, -1.24062, 5.46235], [5.74568, -1.23125, 0.35182], [6.08561, -1.87953, -0.95871], [6.27111, -3.38886, -0.82792], [5.02323, -1.62272, -1.90035], [5.66593, -0.15223, 0.20513], [6.52462, -1.40291, 1.09036], [4.78367, -1.60660, 0.70041], [7.03710, -1.54737, -1.38638], [6.66563, -3.87773, -1.72046], [5.34540, -3.91660, -0.56609], [6.93826, -3.66423, -0.00345], [5.39629, -1.76846, -2.77608]]}


Stability ranking, top and bottom: entry B is the most stable and entry A is the least stable.


Entry A
{"formula": "C4H16NO3", "method": "ωB97M-V/def2-TZVPD", "charge": 1, "e_lumo_ev": -3.00, "species": ["C", "C", "C", "C", "N", "H", "H", "H", "H", "H", "H", "H", "H", "H", "H", "H", "H", "O", "H", "H", "O", "H", "H", "O"], "xyz": [[2.12787, -0.59265, -0.09752], [0.96979, 0.42459, -0.17817], [-0.26958, 0.03360, 0.55723], [-0.81932, 0.74749, 1.51397], [-1.00451, -1.09731, -0.04342], [2.23234, -1.11217, -1.05588], [3.08472, -0.09843, -0.04228], [2.04572, -1.43814, 0.58738], [1.26629, 1.42287, 0.08451], [0.71469, 0.44824, -1.24491], [-0.31796, 1.59617, 1.96400], [-1.75258, 0.56233, 2.03113], [-2.01596, -1.00270, 0.12501], [-0.79897, -2.04734, 0.28173], [-0.93840, -1.02150, -1.06451], [-0.56088, -2.93396, -2.92975], [-1.92279, -2.52844, -3.46441], [-1.37898, -2.49861, -2.66272], [2.54919, 5.26839, -0.85161], [3.68907, 5.24323, -1.91757], [3.36680, 4.83774, -1.10950], [-2.52232, -0.88911, 3.05370], [-3.58239, -1.93417, 2.85542], [-2.68040, -1.71892, 2.58064]]}


Entry B
{"formula": "C4H16NO3", "method": "ωB97M-V/def2-TZVPD", "charge": 1, "e_lumo_ev": -2.97, "species": ["C", "C", "C", "C", "N", "H", "H", "H", "H", "H", "H", "H", "H", "H", "H", "H", "H", "O", "H", "H", "O", "H", "H", "O"], "xyz": [[0.27392, 0.47722, 3.17639], [-0.35604, 1.21246, 1.92603], [0.53219, 0.95976, 0.70638], [0.11624, 1.04035, -0.54957], [0.95289, 0.47835, -1.62812], [0.91374, 1.32018, 3.51992], [0.74478, -0.44929, 2.85331], [-0.41515, 0.22554, 3.97494], [-0.16127, 2.27840, 2.14546], [-1.42020, 0.98829, 1.91030], [1.48784, 0.61193, 1.12031], [-0.92077, 1.10921, -0.83166], [1.34866, 1.16630, -2.29534], [1.88352, 0.16621, -1.28566], [0.34577, -0.21526, -2.13892], [3.77524, -1.09534, 0.19499], [2.46430, -1.76742, -0.59613], [2.87355, -1.04983, -0.09907], [-1.24257, -1.40758, -1.64967], [-1.19317, -1.98967, -3.02200], [-0.85474, -1.23738, -2.53159], [-3.31868, -0.96172, 0.58440], [-3.76627, -1.47044, -0.71880], [-3.28719, -0.72160, -0.35559]]}


Stability ranking, top and bottom: entry A is the most stable and entry B is the least stable.